# 1
Entry from the Open Molecules 2025 dataset: a cluster of 8 separate species, C49H121F6N6O9P in total at a distorted geometry (the ωB97M-V functional and the def2-TZVPD basis).

Values from the calculation:
largest force on an atom = 3.63 eV/A
Kohn-Sham gap = 4.8 eV
charge = +4
HOMO energy = -12.01 eV

Each line ends with the Löwdin charge.
Geometry (Å):
C: 7.4628 2.1348 5.7159  -0.055
C: 8.1613 1.1659 4.7882  -0.141
N: 7.3649 0.7344 3.5275  -0.255
C: 6.8925 1.9963 2.8024  0.033
C: 8.3246 0.0672 2.5813  -0.175
C: 8.7423 -1.3421 3.0213  -0.033
C: 6.1544 -0.0961 3.9278  -0.073
C: 5.4526 -0.9180 2.8534  -0.155
O: 4.9348 -0.1387 1.7766  -0.220
C: 3.7283 0.5576 2.0052  -0.085
H: 6.5005 1.9375 6.1896  0.093
H: 7.3874 3.0343 5.0992  0.076
H: 8.0552 2.3580 6.6046  0.104
H: 8.3334 0.2423 5.3421  0.130
H: 9.1041 1.5522 4.4125  0.136
H: 7.8450 2.4943 2.6328  0.117
H: 6.1813 2.5135 3.4372  0.102
H: 6.4220 1.6895 1.8737  0.087
H: 9.2008 0.7154 2.4998  0.132
H: 7.9960 0.1386 1.5428  0.107
H: 9.4076 -1.7624 2.2637  0.098
H: 7.9318 -2.0393 3.1997  0.074
H: 9.4299 -1.3019 3.8669  0.092
H: 5.4814 0.6294 4.3755  0.128
H: 6.5752 -0.8538 4.5898  0.142
H: 4.6690 -1.4514 3.3975  0.153
H: 6.1342 -1.6358 2.4060  0.116
H: 3.6301 1.2585 1.1659  0.088
H: 3.8828 1.2981 2.8012  0.084
H: 2.7824 0.0168 2.0312  0.085
C: -0.9247 3.3184 0.4662  -0.063
C: -0.6756 4.5010 1.3924  -0.151
N: -1.6933 4.7932 2.4966  -0.251
C: -2.9337 5.3569 1.8498  0.020
C: -2.1276 3.4927 3.1101  -0.176
C: -1.1016 2.7818 3.9535  -0.050
C: -1.1735 5.8672 3.4290  -0.069
C: -0.6062 7.1549 2.7947  -0.207
O: -1.4211 7.7283 1.8001  -0.231
C: -0.6963 8.7751 1.0966  -0.037
H: -1.7129 3.2673 -0.2775  0.075
H: -0.7308 2.4383 1.0781  0.048
H: -0.0138 3.3514 -0.1447  0.091
H: -0.6246 5.4139 0.7964  0.123
H: 0.3083 4.3877 1.8435  0.137
H: -3.3997 4.5697 1.2649  0.109
H: -2.6441 6.1519 1.1697  0.095
H: -3.5189 5.8594 2.6141  0.121
H: -2.4367 2.7759 2.3493  0.119
H: -3.0148 3.7889 3.6718  0.140
H: -1.4753 1.8060 4.2837  0.095
H: -0.9575 3.3317 4.8843  0.084
H: -0.2098 2.3808 3.4676  0.079
H: -0.4934 5.4592 4.1802  0.135
H: -1.9905 6.0671 4.1279  0.143
H: 0.4338 7.0399 2.4786  0.125
H: -0.5914 7.8857 3.6131  0.143
H: 0.2462 8.4516 0.6509  0.091
H: -0.6163 9.5527 1.8534  0.103
H: -1.3294 9.0146 0.2457  0.097
C: -4.6913 -1.0063 -0.2873  -0.062
C: -5.8244 -1.4664 -1.1646  -0.120
N: -6.6178 -0.3543 -1.8937  -0.262
C: -5.7922 0.4062 -2.8821  0.008
C: -7.8263 -0.9750 -2.6446  -0.126
C: -7.4607 -1.6063 -3.9988  -0.043
C: -7.0724 0.6467 -0.8590  -0.095
C: -8.1460 0.2046 0.1370  -0.176
O: -9.3174 -0.2090 -0.5507  -0.234
C: -10.5278 -0.1581 0.2213  -0.057
H: -3.9476 -0.3501 -0.7449  0.061
H: -4.1481 -1.9000 0.0216  0.099
H: -4.9811 -0.4449 0.6007  0.083
H: -6.5693 -1.9881 -0.5704  0.131
H: -5.4498 -2.0215 -2.0224  0.128
H: -4.9858 0.8472 -2.2971  0.085
H: -6.4322 1.1841 -3.2906  0.120
H: -5.3518 -0.2095 -3.6593  0.102
H: -8.5014 -0.1283 -2.7178  0.131
H: -8.2086 -1.7479 -1.9893  0.126
H: -8.1918 -2.4050 -4.1050  0.097
H: -6.4645 -2.0333 -3.8710  0.068
H: -7.4656 -0.9805 -4.8865  0.088
H: -7.4717 1.5150 -1.3877  0.142
H: -6.1738 1.0273 -0.3780  0.123
H: -8.4233 1.0158 0.8144  0.137
H: -7.8866 -0.6736 0.7388  0.132
H: -11.2952 -0.4948 -0.4694  0.099
H: -10.7642 0.8622 0.5300  0.094
H: -10.5841 -0.7700 1.1232  0.096
C: 1.5186 2.1140 -6.4676  -0.043
C: 0.3448 2.9461 -5.9980  -0.165
N: -1.0468 2.5141 -6.4638  -0.267
C: -2.0308 3.4554 -5.8573  0.010
C: -1.1069 2.6963 -7.9536  -0.185
C: -2.4512 2.4351 -8.6913  -0.020
C: -1.3639 1.0424 -6.1472  -0.032
C: -1.0565 0.6886 -4.6620  -0.182
O: -1.8988 1.4144 -3.8033  -0.218
C: -1.6919 1.1718 -2.4188  -0.073
H: 1.2296 1.0707 -6.5664  0.079
H: 2.4403 2.3171 -5.9316  0.091
H: 1.7449 2.4443 -7.4876  0.091
H: 0.4381 4.0288 -6.0506  0.145
H: 0.2861 2.7659 -4.9212  0.107
H: -3.0200 3.0118 -5.7595  0.115
H: -2.0453 4.3150 -6.5229  0.116
H: -1.7992 3.7257 -4.8305  0.105
H: -0.5009 1.8802 -8.3632  0.123
H: -0.5945 3.6098 -8.2485  0.145
H: -2.9545 3.3914 -8.5404  0.084
H: -2.9540 1.5461 -8.3332  0.078
H: -2.1751 2.3781 -9.7405  0.100
H: -0.6695 0.4887 -6.7725  0.128
H: -2.4014 0.9217 -6.4336  0.128
H: -0.0142 0.8126 -4.3627  0.124
H: -1.4208 -0.3433 -4.5729  0.144
H: -2.5776 1.4777 -1.8669  0.077
H: -0.7886 1.6596 -2.0430  0.088
H: -1.5819 0.0895 -2.2899  0.091
C: 8.3310 -1.0465 -3.8812  -0.045
C: 7.7837 0.0576 -2.9621  -0.156
N: 6.5083 -0.3125 -2.1894  -0.253
C: 6.8652 -1.3338 -1.1502  0.032
C: 6.0703 0.9920 -1.5393  -0.155
C: 5.5717 2.1215 -2.4243  -0.052
C: 5.5207 -0.8377 -3.2276  -0.064
C: 4.0687 -0.8643 -2.8139  -0.214
O: 4.0345 -1.2936 -1.4900  -0.214
C: 2.7737 -1.8028 -1.0409  -0.054
H: 9.4135 -0.9243 -3.9016  0.097
H: 7.9640 -0.8338 -4.8837  0.087
H: 8.1199 -2.0805 -3.6210  0.083
H: 7.5832 0.9125 -3.5994  0.119
H: 8.4997 0.2699 -2.1706  0.126
H: 7.7019 -1.0392 -0.5248  0.100
H: 7.0761 -2.2566 -1.6879  0.112
H: 5.9652 -1.5781 -0.5881  0.099
H: 6.9293 1.3458 -0.9728  0.128
H: 5.3042 0.5929 -0.8715  0.111
H: 5.2659 2.8776 -1.6931  0.093
H: 4.6766 2.0142 -3.0333  0.070
H: 6.3407 2.6199 -3.0135  0.086
H: 5.7324 -1.8657 -3.5177  0.148
H: 5.7064 -0.1319 -4.0357  0.136
H: 3.4690 -1.4461 -3.5205  0.144
H: 3.6521 0.1591 -2.8060  0.111
H: 2.5306 -2.8000 -1.4177  0.096
H: 1.9018 -1.1701 -1.2223  0.086
H: 2.8474 -2.0060 0.0254  0.084
C: -5.2247 -4.6237 4.0499  -0.048
C: -4.0930 -5.4608 4.6844  -0.160
N: -2.7605 -5.3370 3.9932  -0.247
C: -2.2244 -3.9202 4.1885  0.017
C: -1.7510 -6.3434 4.5466  -0.156
C: -1.2467 -6.0735 5.9412  -0.061
C: -2.8845 -5.5275 2.4554  -0.040
C: -3.4861 -6.9084 2.2074  -0.206
O: -3.2999 -7.2122 0.8327  -0.157
C: -3.9399 -8.4129 0.4825  -0.107
H: -5.5764 -5.1532 3.1655  0.069
H: -4.8327 -3.7039 3.6045  0.065
H: -5.9885 -4.3494 4.7692  0.088
H: -4.4038 -6.4915 4.5056  0.119
H: -4.0474 -5.3834 5.7674  0.128
H: -1.2496 -4.0903 3.7195  0.099
H: -2.2264 -3.6380 5.2359  0.109
H: -2.6664 -3.1282 3.5886  0.082
H: -0.9359 -6.4675 3.8298  0.138
H: -2.2563 -7.3065 4.5018  0.117
H: -0.8364 -7.0324 6.2779  0.096
H: -2.0073 -5.9690 6.7168  0.082
H: -0.4188 -5.3734 6.0038  0.088
H: -1.8786 -5.3934 2.0599  0.116
H: -3.5615 -4.7484 2.1177  0.119
H: -4.5689 -6.8490 2.3767  0.114
H: -3.1503 -7.7508 2.8131  0.121
H: -4.9897 -8.3309 0.1803  0.090
H: -3.8606 -9.1772 1.2613  0.094
H: -3.4336 -8.8167 -0.3959  0.096
O: 1.0758 -3.8798 0.1906  0.009
C: 1.1816 -5.0209 0.9542  -0.817
O: 2.0447 -5.8688 0.6752  -0.028
O: 0.4132 -5.1229 1.9625  -0.094
H: 0.6381 -3.3129 0.8477  0.040
P: -0.7193 -0.8315 1.5581  0.200
F: -2.1620 -0.0534 1.3434  -0.194
F: 0.1190 0.5824 1.6235  -0.194
F: -0.9612 -0.7582 3.1537  -0.157
F: 0.6961 -1.5812 1.8328  -0.152
F: -1.4661 -2.2444 1.5290  -0.139
F: -0.5961 -0.8894 -0.0654  -0.163

# 2
Entry from the Open Molecules 2025 dataset: a cluster of 6 separate species, C9H30O6 in total at a distorted geometry (the ωB97M-V functional and the def2-TZVPD basis).

Values from the calculation:
largest force on an atom = 1.83 eV/A
Kohn-Sham gap = 10.6 eV
ΔE to the lowest compared entry with this formula, charge and spin = 2.571 eV
structure (SMILES) = CCO.CCO.CCO.CCO.CO.O
HOMO energy = -10.08 eV

Each line ends with the natural charge from an NBO analysis.
Geometry (Å):
C: 2.5964 0.8232 -3.6598  -0.258
O: 1.9931 2.0043 -3.1757  -0.716
H: 3.6759 0.9511 -3.8342  0.162
H: 2.4091 -0.0727 -3.0689  0.168
H: 2.2971 0.6757 -4.7035  0.178
H: 2.5526 2.3304 -2.4643  0.467
C: 1.4349 4.4635 0.0837  -0.627
C: 1.8511 5.8965 0.1149  -0.065
O: 2.1946 6.3965 -1.1674  -0.715
H: 0.5863 4.2669 -0.5796  0.217
H: 1.0626 4.1457 1.0608  0.214
H: 2.2400 3.7738 -0.1781  0.202
H: 2.7087 5.9641 0.7948  0.153
H: 1.0405 6.4844 0.5572  0.155
H: 2.4915 7.2989 -1.0167  0.466
C: 0.0768 0.6852 -0.1439  -0.637
C: 0.2123 -0.7135 0.3972  -0.049
O: 1.5443 -1.1474 0.6129  -0.737
H: -0.9794 0.8818 -0.3573  0.214
H: 0.5325 0.7448 -1.1352  0.225
H: 0.3657 1.5044 0.5094  0.214
H: -0.3561 -1.4503 -0.1762  0.159
H: -0.2315 -0.7106 1.4042  0.119
H: 1.5811 -2.0764 0.8629  0.489
C: -5.2435 0.1392 -0.4850  -0.626
C: -4.5271 -0.2156 0.8210  -0.058
O: -4.9696 0.6634 1.8417  -0.722
H: -4.9076 -0.4911 -1.3039  0.212
H: -5.0569 1.1788 -0.7646  0.210
H: -6.3113 0.0966 -0.2686  0.213
H: -3.4450 -0.2043 0.6395  0.146
H: -4.8431 -1.2286 1.0993  0.157
H: -4.6265 0.3318 2.6778  0.469
C: 0.9641 -5.7634 1.2372  -0.636
C: 1.5217 -4.7534 0.2893  -0.070
O: 2.6407 -4.0051 0.7589  -0.737
H: 0.5148 -5.2626 2.0992  0.215
H: 1.7300 -6.4260 1.6478  0.208
H: 0.1888 -6.3540 0.7512  0.218
H: 0.7370 -4.0286 0.0266  0.163
H: 1.7317 -5.1690 -0.7058  0.164
H: 3.4372 -4.4207 0.4213  0.478
O: -1.4226 -2.6733 2.8447  -0.940
H: -0.6199 -2.6237 3.3772  0.471
H: -1.3728 -1.9104 2.2579  0.468